Entry 1:
Formula: C35H33ClCuN4Si2
Source: the Open Molecules 2025 dataset
Level of theory: ωB97M-V/def2-TZVPD

Calculated values
Maximum force (eV/Å): 2.276
⟨S²⟩: 0.757
Relative energy (zero: lowest compared OMol25 entry of this formula, charge and spin) (kJ/mol): 0.00
2S+1: 2
LUMO (alpha / beta) (eV): 0.067 / -0.205
HOMO level (alpha / beta) (eV): -5.78 / -6.24

CARTESIAN COORDINATES (ANGSTROEM)
C1 4.3942 3.0437 -1.8951
C2 3.8650 1.8138 -2.3269
C3 2.4315 1.8848 -2.2448
H1 4.4231 0.9747 -2.7302
C4 2.1001 3.2022 -1.7247
C5 3.3266 3.8984 -1.5298
H2 3.4219 4.9383 -1.2392
H3 5.4445 3.3209 -1.9017
H4 1.7223 1.2274 -2.7326
H5 1.1049 3.6268 -1.7428
Cu1 2.2385 1.7062 -0.2018
Si1 -2.6035 -1.2338 0.7485
C6 -2.6789 -3.0041 1.3439
C7 -3.2531 -3.3609 2.5771
H6 -3.5086 -2.5907 3.3051
C8 -3.5210 -4.7061 2.8582
H7 -4.0135 -4.9823 3.7922
C9 -3.1657 -5.7108 1.9545
H8 -3.3773 -6.7588 2.1725
C10 -2.5319 -5.3576 0.7613
H9 -2.2177 -6.1305 0.0578
C11 -2.2960 -4.0148 0.4513
H10 -1.8159 -3.7526 -0.4941
C12 -4.3586 -0.6523 0.6460
C13 -5.2941 -1.4983 0.0359
H11 -5.0086 -2.5102 -0.2739
C14 -6.6150 -1.0711 -0.1626
H12 -7.3316 -1.7272 -0.6634
C15 -7.0245 0.1829 0.3033
H13 -8.0553 0.5159 0.1507
C16 -6.1038 0.9889 0.9910
H14 -6.4438 1.9351 1.4007
C17 -4.7812 0.5792 1.1657
H15 -4.0768 1.1958 1.7278
H16 -2.2815 -1.3014 -0.6753
Si2 0.4684 0.3726 0.2838
C18 -0.8175 1.1297 -0.8447
C19 -1.2360 0.4729 -2.0299
H17 -0.9033 -0.5500 -2.2279
C20 -2.1111 1.0982 -2.9207
H18 -2.4999 0.5452 -3.7786
C21 -2.4844 2.4303 -2.7060
H19 -3.1162 2.9441 -3.4371
C22 -2.0380 3.1135 -1.5694
H20 -2.3325 4.1491 -1.4053
C23 -1.2220 2.4656 -0.6420
H21 -0.8749 2.9851 0.2526
C24 1.0316 -1.3186 -0.3013
C25 1.6517 -1.5505 -1.5443
H22 1.9535 -0.7105 -2.1804
C26 1.8978 -2.8555 -1.9875
H23 2.3496 -3.0181 -2.9728
C27 1.5487 -3.9448 -1.1746
H24 1.7013 -4.9627 -1.5297
C28 1.0155 -3.7147 0.0989
H25 0.7401 -4.5563 0.7316
C29 0.8028 -2.4099 0.5483
H26 0.4115 -2.2386 1.5479
H27 -1.5818 -0.3296 1.4137
Cl1 0.4770 0.6859 2.3301
N1 5.8886 0.9526 1.4259
C30 6.0026 -0.1998 0.6671
C31 4.7825 -0.3846 0.0650
N2 3.9382 0.6384 0.4317
C32 4.6253 1.4447 1.2546
C33 4.0751 2.7011 1.6873
N3 2.8640 3.1091 1.2741
C34 2.7265 4.4225 1.6674
C35 3.8572 4.8183 2.3422
N4 4.7022 3.7199 2.3596
H28 6.6162 1.3719 2.0052
H29 6.9095 -0.7706 0.6030
H30 4.4585 -1.1625 -0.6019
H31 1.8497 4.9960 1.4173
H32 4.1289 5.7656 2.7677
H33 5.6284 3.6734 2.7745

Entry 2:
Formula: C35H33ClN4PbS2Si2
Source: the Open Molecules 2025 dataset
Level of theory: ωB97M-V/def2-TZVPD

Calculated values
Maximum force (eV/Å): 5.955
Relative energy (zero: lowest compared OMol25 entry of this formula, charge and spin) (kJ/mol): 503.05
Total charge: +2
LUMO (alpha / beta) (eV): -7.498 / -7.222
HOMO level (alpha / beta) (eV): -11.69 / -11.69

CARTESIAN COORDINATES (ANGSTROEM)
C1 -2.4455 -1.0931 5.1012
C2 -3.1259 -0.4278 4.0432
C3 -2.6833 -0.9915 2.8106
H1 -3.8731 0.3533 4.1545
C4 -1.6710 -1.9477 3.1107
C5 -1.5459 -2.0354 4.5194
H2 -0.8950 -2.7172 5.0567
H3 -2.5901 -0.9237 6.1611
H4 -3.0891 -0.7732 1.8182
H5 -1.1066 -2.5289 2.3828
Pb1 -1.2972 1.1783 0.5480
Si1 -0.3955 0.8611 -1.8392
C6 -0.2690 2.2238 -3.1446
C7 0.7286 2.1275 -4.1195
H6 1.4697 1.3227 -4.0835
C8 0.7756 3.0502 -5.1769
H7 1.5550 2.9476 -5.9316
C9 -0.1755 4.0687 -5.2683
H8 -0.1294 4.7946 -6.0873
C10 -1.1810 4.1543 -4.3093
H9 -1.9494 4.9259 -4.3860
C11 -1.2195 3.2481 -3.2434
H10 -1.9948 3.3445 -2.4808
C12 -0.5854 -0.5856 -3.1155
C13 -1.8100 -0.5262 -3.8142
H11 -2.5896 0.1682 -3.4818
C14 -2.0137 -1.2681 -4.9835
H12 -2.9522 -1.1694 -5.5258
C15 -1.0010 -2.1033 -5.4726
H13 -1.1310 -2.6422 -6.4163
C16 0.1743 -2.2398 -4.7283
H14 0.9496 -2.9300 -5.0622
C17 0.3747 -1.5035 -3.5571
H15 1.3971 -1.6515 -3.0549
H16 -1.8497 1.0889 -1.3621
Si2 2.1132 -1.9198 -1.5308
C18 1.0181 -2.9071 -0.4091
C19 -0.3595 -2.9496 -0.7029
H17 -0.7595 -2.3228 -1.4996
C20 -1.2203 -3.8188 -0.0413
H18 -2.2800 -3.8512 -0.3158
C21 -0.7185 -4.6576 0.9598
H19 -1.3991 -5.3551 1.4506
C22 0.6307 -4.5776 1.3318
H20 1.0008 -5.1917 2.1611
C23 1.4983 -3.7352 0.6312
H21 2.5641 -3.7584 0.8634
C24 2.3514 -0.1203 -1.2554
C25 1.2711 0.8086 -0.7285
H22 1.0011 0.3903 0.2680
C26 1.6523 2.2346 -0.6267
H23 0.9258 2.9287 -0.1860
C27 2.8205 2.6711 -1.2047
H24 2.9802 3.7258 -1.4340
C28 3.8582 1.7773 -1.5425
H25 4.8245 2.1541 -1.8779
C29 3.6276 0.3973 -1.4814
H26 4.4707 -0.2756 -1.6773
H27 3.2556 -2.6413 -1.8267
Cl1 -1.8404 3.6480 0.2744
N1 -2.4048 3.9360 3.8075
C30 -1.6917 2.9248 4.3183
N2 -0.8995 2.0933 3.6655
C31 -0.1909 1.3076 4.5748
C32 -0.5057 1.5588 5.9113
S1 -1.7727 2.6840 6.0808
C33 0.7353 0.2839 4.1422
C34 1.2469 -0.7218 4.9657
S2 2.1526 -1.8717 4.0815
C35 2.0030 -0.8112 2.6866
N3 1.1634 0.2005 2.8248
N4 2.8060 -1.0019 1.6346
H28 -2.8471 4.5572 4.4755
H29 -2.2908 4.2009 2.8359
H30 -0.0328 1.0518 6.7415
H31 1.0474 -0.7861 6.0267
H32 3.4503 -1.7835 1.6305
H33 2.8888 -0.2760 0.9344

Entry 3:
Formula: C35H33CuN6P2S4
Source: the Open Molecules 2025 dataset
Level of theory: ωB97M-V/def2-TZVPD

Calculated values
Maximum force (eV/Å): 1.160
⟨S²⟩: 0.755
Relative energy (zero: lowest compared OMol25 entry of this formula, charge and spin) (kJ/mol): 43.25
2S+1: 2
Total charge: -1
LUMO (alpha / beta) (eV): 2.223 / 2.138
HOMO level (alpha / beta) (eV): -4.34 / -4.35

CARTESIAN COORDINATES (ANGSTROEM)
Cu1 -0.1965 -0.1654 -0.0869
S1 0.7645 -1.2293 -2.5372
P1 2.3198 -0.6937 -1.4001
C1 1.8947 0.1158 0.0061
P2 1.8828 0.1899 1.6801
S2 0.3091 -0.7041 2.5172
C2 3.4731 -0.3494 2.4100
C3 4.6552 0.1869 1.9050
C4 5.8794 -0.2601 2.3675
C5 5.9356 -1.2435 3.3492
C6 4.7626 -1.7646 3.8711
C7 3.5339 -1.3152 3.4045
C8 1.8655 1.9447 2.1767
C9 1.7140 2.3108 3.5097
C10 1.7409 3.6450 3.8696
C11 1.9027 4.6261 2.8975
C12 2.0353 4.2671 1.5662
C13 2.0243 2.9255 1.2053
C14 3.4119 0.4249 -2.3499
C15 4.7454 0.5666 -1.9653
C16 5.5586 1.5009 -2.5850
C17 5.0423 2.3077 -3.5936
C18 3.7185 2.1682 -3.9773
C19 2.9057 1.2272 -3.3611
C20 3.3938 -2.1659 -1.2209
C21 4.0071 -2.7056 -2.3520
C22 4.7993 -3.8329 -2.2499
C23 4.9889 -4.4445 -1.0140
C24 4.3724 -3.9240 0.1101
C25 3.5753 -2.7897 0.0005
H1 4.6113 0.9515 1.1368
H2 6.7932 0.1547 1.9605
H3 6.8947 -1.5977 3.7058
H4 4.8025 -2.5250 4.6412
H5 2.6085 -1.7254 3.7937
H6 1.5543 1.5452 4.2609
H7 1.6203 3.9267 4.9090
H8 1.9057 5.6716 3.1802
H9 2.1176 5.0232 0.7972
H10 2.1005 2.6207 0.1685
H11 5.1529 -0.0618 -1.1810
H12 6.5936 1.6004 -2.2801
H13 5.6726 3.0454 -4.0751
H14 3.3107 2.7998 -4.7573
H15 1.8677 1.1119 -3.6467
H16 3.8551 -2.2376 -3.3179
H17 5.2697 -4.2413 -3.1361
H18 5.6142 -5.3255 -0.9354
H19 4.5064 -4.3869 1.0802
H20 3.0883 -2.3946 0.8793
C26 -4.9404 -2.6131 2.4286
C27 -4.9179 -1.0901 2.4794
C28 -4.1314 -0.5160 1.3438
N1 -2.8490 -0.5141 1.3270
N2 -2.3301 0.0069 0.1739
C29 -3.2410 0.3717 -0.6788
N3 -2.9431 0.8065 -1.9361
S3 -4.8460 0.1340 -0.0991
H21 -5.4736 -3.0210 3.2884
H22 -3.9237 -3.0044 2.4317
H23 -5.4317 -2.9701 1.5220
H24 -4.4505 -0.7453 3.4029
H25 -5.9342 -0.6880 2.4663
H26 -1.9917 1.1857 -1.9920
H27 -3.6367 1.3949 -2.3679
S4 -1.0144 4.5196 -1.1598
C30 -0.6209 2.9195 -1.0899
N4 -0.3910 1.7718 -1.1136
N5 -2.5459 -2.5227 -1.5022
C31 -1.7107 -3.3485 -0.7600
C32 -1.9021 -4.7364 -0.7398
C33 -0.9977 -5.5090 -0.0429
C34 0.0613 -4.8972 0.6163
C35 0.1333 -3.5171 0.5778
N6 -0.7408 -2.7551 -0.0718
H28 -2.9844 -2.9971 -2.2768
H29 -2.0619 -1.6893 -1.8149
H30 -2.7286 -5.1804 -1.2785
H31 -1.1125 -6.5864 -0.0246
H32 0.8090 -5.4648 1.1504
H33 0.9070 -2.9790 1.1080

Entry 4:
Formula: C35H33F3GeMgN3O6S
Source: the Open Molecules 2025 dataset
Level of theory: ωB97M-V/def2-TZVPD

Calculated values
Maximum force (eV/Å): 2.055
Total charge: +1
LUMO (eV): -2.283
HOMO level (eV): -10.54

CARTESIAN COORDINATES (ANGSTROEM)
Mg1 -0.1673 1.6668 -0.1477
C1 -1.2193 -6.0076 2.5011
O1 -1.1459 -4.7048 1.9613
C2 -1.5299 -3.6602 2.7640
C3 -1.6717 -3.7365 4.1200
C4 -2.0070 -2.6144 4.8710
C5 -2.2169 -1.3770 4.2817
C6 -2.1685 -1.3428 2.9061
C7 -1.7605 -2.4198 2.1239
N1 -1.5966 -2.2743 0.7303
C8 -1.1118 -1.2079 0.0756
N2 -1.3836 -1.2280 -1.2790
C9 -1.4812 -0.0789 -2.1138
C10 -0.4420 0.7696 -2.5486
C11 -0.8034 1.9258 -3.2538
C12 -2.0967 2.1500 -3.7303
C13 -3.0836 1.2495 -3.4270
C14 -2.7976 0.1741 -2.5850
O2 -3.7436 -0.7310 -2.2071
C15 -5.1049 -0.6176 -2.7030
N3 -0.3230 -0.2699 0.5354
C16 0.3647 -0.4569 1.7319
C17 0.3740 0.5085 2.7115
C18 1.0126 0.3140 3.9328
C19 1.6415 -0.8914 4.1529
C20 1.7101 -1.8449 3.1596
C21 1.0897 -1.6510 1.9269
O3 1.1035 -2.5486 0.9231
C22 1.8906 -3.7206 0.9957
H1 -1.0569 -6.6425 1.6623
H2 -2.1938 -6.2049 2.9273
H3 -0.4069 -6.1842 3.1941
H4 -1.5152 -4.6705 4.6411
H5 -2.0823 -2.7569 5.9467
H6 -2.5745 -0.5314 4.8763
H7 -2.4456 -0.4309 2.3906
H8 -1.7648 -3.1190 0.1970
H9 -2.2033 -1.7779 -1.4698
H10 -0.0253 2.6189 -3.5186
H11 -2.3223 3.0408 -4.3023
H12 -4.0864 1.3789 -3.7735
H13 -5.6929 -1.3260 -2.1179
H14 -5.1567 -0.8593 -3.7689
H15 -5.4982 0.3547 -2.4967
H16 -0.2167 1.4049 2.5606
H17 0.9875 1.0636 4.7131
H18 2.1182 -1.1312 5.0991
H19 2.2226 -2.7743 3.3905
H20 1.7449 -4.2110 0.0398
H21 1.5540 -4.4200 1.7486
H22 2.9247 -3.4487 1.1481
F1 -2.2377 4.0442 3.0232
C23 -1.2911 4.5583 2.2646
F2 -0.1156 4.2012 2.7504
F3 -1.3945 5.8623 2.2307
S1 -1.4721 3.8253 0.5849
O4 -2.3875 4.6727 -0.1218
O5 -1.9171 2.4001 0.7848
O6 -0.1011 3.7013 0.0169
Ge1 1.5266 0.3648 -2.6579
C24 2.2014 1.6359 -3.9757
C25 1.8680 1.4296 -5.3236
C26 2.2346 2.3633 -6.2880
C27 2.9492 3.4951 -5.9014
C28 3.3185 3.6791 -4.5475
C29 2.9489 2.7511 -3.6070
C30 2.4141 0.7915 -0.9469
C31 2.3623 2.0810 -0.4138
C32 2.9839 2.4079 0.7876
C33 3.7339 1.4351 1.4276
C34 3.8681 0.1484 0.8729
C35 3.1696 -0.1942 -0.2843
H23 1.7257 -1.0799 -2.9838
H24 1.2618 0.5643 -5.6288
H25 1.9150 2.1886 -7.3114
H26 3.2154 4.2451 -6.6495
H27 3.7973 4.6144 -4.2784
H28 3.2189 2.9131 -2.5791
H29 1.8281 2.8874 -0.9232
H30 2.8120 3.3952 1.1824
H31 4.2062 1.6906 2.3535
H32 4.4983 -0.6008 1.3245
H33 3.2173 -1.2196 -0.6789